{
  "formula": "C6H8",
  "method": "the ωB97M-V functional and the def2-TZVPD basis",
  "symbols": ["C", "C", "C", "C", "C", "C", "H", "H", "H", "H", "H", "H", "H", "H"],
  "xyz": [[-0.452, -0.814, 1.256], [-0.937, 0.398, 0.964], [-0.575, 0.859, -0.387], [0.870, 1.179, -0.570], [0.373, -0.200, -0.905], [0.495, -1.294, 0.175], [-1.397, -1.270, 1.513], [-1.674, 0.863, 1.611], [-1.365, 1.294, -0.995], [1.440, 1.309, 0.346], [1.115, 1.851, -1.381], [0.364, -0.495, -1.951], [1.542, -1.397, 0.507], [0.201, -2.285, -0.183]],
  "atomic_forces_ev_per_a": [[-0.8, 0.3, -0.8], [-0.1, 0.3, -0.2], [0.1, 0.4, 0.0], [0.4, 0.3, -0.1], [0.1, 0.0, -0.1], [-0.1, 0.0, -0.1], [0.6, -1.6, 1.8], [-0.2, 0.0, -0.4], [0.3, 0.1, 0.1], [0.0, 0.0, -0.2], [0.2, -0.1, 0.0], [0.0, 0.1, 0.2], [-0.4, 0.1, 0.1], [0.0, 0.1, -0.1]],
  "orbital_gap_ha": 0.352,
  "smiles": "C1=C[C@H]2C[C@H]2C1",
  "lumo_ha": 0.043,
  "e_homo_ev": -8.43
}